An isolated ion of composition C4H7N2 and charge +1 in a non-equilibrium geometry. Source: the Open Molecules 2025 dataset; level of theory: wB97M-V/def2-TZVPD.

Last column: Löwdin charge in e.
Element x y z (Å)
1 C 0.56 -1.79 0.08  0.147
2 C -0.54 -1.22 -0.61  -0.026
3 C 0.18 0.20 -0.42  -0.205
4 C -0.79 1.27 0.19  -0.036
5 N 1.37 -1.26 0.91  0.065
6 N 1.22 0.00 0.76  0.010
7 H -0.59 -1.76 -1.60  0.154
8 H -1.56 -1.16 -0.40  0.114
9 H 0.77 0.51 -1.29  0.160
10 H -0.14 2.09 0.71  0.123
11 H -1.19 0.98 1.22  0.113
12 H -1.60 1.61 -0.42  0.076
13 H 2.33 0.53 0.87  0.305

Output
Net charge = +1
Spin multiplicity = 1
HOMO-LUMO gap (spin up / spin down) = 8.2 / 7.6 eV
HOMO level (spin up / spin down) = -15.026 / -14.972 eV
SMILES = C[C@@H]1CC#[N+]N1
ΔE to the lowest compared entry with this formula, charge and spin = 761.6 kJ/mol
Calculated total energy = -7227.845 eV